Record 1
A molecular structure, C32H47CdN3O2PS4. Source: the OMol25 dataset; level of theory: the ωB97M-V functional and the def2-TZVPD basis.

Values from the calculation:
Max |F|   0.5 eV/A
Total energy   -3664.05028 a.u.

The geometry in ORCA input format:
```
! RIJCOSX wB97M-V def2-TZVPD def2/J DEFGRID3
* xyz 1 1
Cd -0.5855 -0.6175 0.0221
C -0.5353 1.9133 4.2669
C -0.9917 2.4725 2.9177
S -1.9612 1.2012 2.0542
C -3.3676 2.1568 1.4203
C -4.5462 1.2154 1.1151
S -4.0899 -0.5088 0.7585
C -4.2067 -1.2304 2.4229
C -3.3959 -2.5176 2.5115
S -1.5853 -2.3673 2.3946
C -1.1263 -2.1718 4.1432
C -1.2360 -0.7775 4.7409
S 0.1520 0.2283 4.1493
H -1.3649 1.8777 4.9722
H 0.2404 2.5460 4.6967
H -0.1418 2.7486 2.2965
H -1.6109 3.3587 3.0593
H -3.0640 2.7180 0.5368
H -3.6556 2.8679 2.1930
H -5.0829 1.5616 0.2336
H -5.2565 1.1991 1.9404
H -5.2567 -1.4511 2.6233
H -3.8556 -0.4978 3.1457
H -3.6830 -3.2024 1.7115
H -3.6069 -3.0213 3.4556
H -0.0964 -2.5300 4.1970
H -1.7392 -2.8745 4.7091
H -1.1898 -0.8393 5.8287
H -2.1642 -0.2924 4.4490
C 3.3195 1.0959 2.7060
C 3.9489 -0.1375 2.7654
C 3.5665 -1.1328 1.8848
C 2.5588 -0.8807 0.9534
N 1.8951 0.2847 0.9611
C 2.2851 1.2427 1.8025
C 2.2525 -1.8274 -0.1610
C 3.2816 -2.6360 -0.6493
C 3.1077 -3.3849 -1.8019
C 1.9076 -3.3044 -2.4924
C 0.8741 -2.5212 -1.9882
C 1.0083 -1.8026 -0.8022
H 3.6056 1.9134 3.3538
H 4.7397 -0.3181 3.4831
H 4.0492 -2.1002 1.9128
H 1.7428 2.1814 1.7392
H 4.2514 -2.6369 -0.1658
H 3.9183 -3.9972 -2.1772
H 1.7774 -3.8539 -3.4184
H -0.0578 -2.4626 -2.5353
C -4.4748 -3.4272 -1.5608
P -2.7173 -3.1625 -1.8358
C -1.8649 -4.4251 -0.8830
C -2.4607 -3.6075 -3.5577
O -2.2742 -1.7630 -1.5138
H -4.7696 -4.4428 -1.8286
H -5.0289 -2.7103 -2.1685
H -4.7118 -3.2351 -0.5142
H -2.2851 -5.4127 -1.0794
H -1.9506 -4.1956 0.1795
H -0.8066 -4.4151 -1.1466
H -2.8041 -4.6283 -3.7363
H -1.4014 -3.5390 -3.8034
H -3.0196 -2.9217 -4.1945
C 3.8139 0.9242 -2.1546
C 3.0405 1.8205 -3.1130
N 2.9809 3.2143 -2.6789
C 4.2222 3.9951 -2.7151
C 4.8160 4.2410 -1.3345
C 1.8549 3.8687 -2.3248
O 1.8249 5.0594 -2.0464
C 0.5733 3.0891 -2.2261
C -0.5327 3.5161 -2.9485
C -1.7410 2.8600 -2.7826
C -1.8109 1.8232 -1.8690
N -0.7576 1.4335 -1.1478
C 0.4149 2.0419 -1.3409
H 3.7744 -0.1100 -2.5000
H 3.3841 0.9681 -1.1502
H 4.8617 1.2225 -2.0922
H 2.0281 1.4422 -3.2388
H 3.5096 1.7972 -4.0997
H 4.0074 4.9491 -3.1936
H 4.9236 3.4480 -3.3452
H 4.1223 4.8225 -0.7281
H 5.7458 4.8045 -1.4258
H 5.0328 3.3019 -0.8222
H -0.4383 4.3582 -3.6233
H -2.6194 3.1547 -3.3404
H -2.7341 1.2783 -1.7044
H 1.2440 1.6745 -0.7471
*
```

---

Record 2
A molecular structure, C8H18I2NOP2SSc at a distorted geometry. Source: the OMol25 dataset; level of theory: the ωB97M-V functional and the def2-TZVPD basis.

Values from the calculation:
Relative energy (zero: lowest compared OMol25 entry of this formula, charge and spin)   266.3 kJ/mol
Max |F|   9.8 eV/A
Total energy   -2881.99685 a.u.

The geometry in ORCA input format:
```
! RIJCOSX wB97M-V def2-TZVPD def2/J DEFGRID3
* xyz 2 1
I -4.6318 0.9835 -0.4759
I -3.7533 -1.6007 -0.7800
Sc -0.3313 -0.0737 -0.0462
P 0.2847 -0.0768 -2.4960
C 0.7733 -1.6803 -3.2409
C -1.2336 0.4645 -3.3812
H -1.0408 0.5393 -4.4550
H 1.7095 1.1592 -4.1197
H -1.5541 1.4555 -3.0334
H 1.4125 2.1035 -2.6511
H 0.0014 -2.4171 -2.9914
H -2.0852 -0.1892 -3.1442
C 1.6096 1.0904 -3.0271
H 0.9160 -1.6240 -4.3296
H 2.5584 0.8121 -2.5475
H 1.6959 -2.0002 -2.7425
P -0.4605 0.3004 2.4516
C -0.2458 -1.1635 3.5378
C 0.6730 1.5655 3.1708
H -2.3515 1.8489 2.1898
H -2.2928 1.1710 3.8278
H -2.9234 0.2438 2.3925
C -2.1576 0.9359 2.7684
H 0.6154 2.5060 2.6064
H 0.4441 1.7978 4.2207
H -0.4287 -0.9442 4.5996
H 0.7741 -1.5341 3.3839
H 1.7152 1.2419 3.0409
H -0.9266 -1.9473 3.1861
C -0.3689 -2.2215 0.1108
O 0.4909 -3.0211 0.3013
S 2.2773 0.5666 0.3001
C 3.8504 0.0253 0.5860
N 4.9844 -0.3175 0.7870
*
```

---

Record 3
8 unconnected molecules or ions with the total composition C36H32BF4O22 at a distorted geometry. Source: the OMol25 dataset; level of theory: the ωB97M-V functional and the def2-TZVPD basis.

Values from the calculation:
Relative energy (zero: lowest compared OMol25 entry of this formula, charge and spin)   162.3 kJ/mol
Max |F|   8.9 eV/A
Total energy   -3470.35569 a.u.

The geometry in ORCA input format:
```
! RIJCOSX wB97M-V def2-TZVPD def2/J DEFGRID3
* xyz -1 1
B 6.8170 23.6650 37.6000
F 7.6440 24.6800 38.0480
F 7.5890 22.6180 37.0550
F 5.9810 23.1460 38.5520
F 6.0220 24.0910 36.5600
C 9.7520 23.4440 32.0870
C 10.5860 24.5720 31.5530
C 11.4060 25.4370 32.5260
O 12.1760 26.2430 32.1540
C 11.1210 25.2560 33.9430
C 10.1110 24.2540 34.4170
C 9.5210 23.2210 33.4630
O 8.9650 22.3680 33.9810
O 9.5530 24.3530 35.7110
O 10.7520 24.8530 30.1840
H 9.1610 22.9450 31.4300
H 11.6290 26.1260 34.5170
H 8.8780 23.6950 35.8900
H 11.4440 25.3830 29.9040
C 6.1470 25.2170 31.0550
C 5.0140 24.3250 31.0420
C 4.4800 23.6170 32.2690
O 3.4840 22.9530 32.3050
C 5.1030 24.1540 33.5490
C 6.2310 25.1500 33.4990
C 6.7520 25.6930 32.2150
O 7.7710 26.3750 32.3180
O 6.8160 25.6870 34.6600
O 4.3910 23.7850 29.8790
H 6.4420 25.7790 30.1880
H 4.9650 23.6510 34.5620
H 6.6200 25.0830 35.3830
H 3.5580 23.6640 30.1310
C 8.0600 17.9850 35.1600
C 8.2530 19.3740 35.7340
C 9.5650 19.6530 36.3530
O 9.8150 20.7580 37.0230
C 10.6350 18.7100 36.2200
C 10.3790 17.3130 35.8390
C 8.9790 16.8950 35.3790
O 8.7240 15.6920 35.2410
O 11.3440 16.3100 35.8680
O 7.3660 20.4370 35.5950
H 7.1060 17.7860 34.5610
H 11.7390 18.9980 36.7060
H 12.3330 16.7070 35.9410
H 7.7610 21.2700 35.8880
C 2.4500 18.6050 39.4220
C 3.4450 17.8950 38.5530
C 4.5060 18.6140 37.8280
O 5.3480 18.1260 37.0610
C 4.5370 20.0580 37.9950
C 3.4910 20.7560 38.8600
C 2.3070 20.0630 39.4440
O 1.4750 20.6380 40.1970
O 3.6770 22.0560 39.2640
O 3.5680 16.5640 38.3350
H 1.6670 17.9870 40.0870
H 5.2760 20.6720 37.2680
H 4.4250 22.4810 38.9160
H 4.3750 16.3860 37.6550
C 8.0210 29.7840 38.3070
C 8.2540 28.2920 38.6620
C 9.4380 27.8210 39.2770
O 9.5520 26.5710 39.6690
C 10.4890 28.8400 39.6080
C 10.2310 30.2930 39.3400
C 9.0930 30.7670 38.6390
O 9.0280 31.8990 38.2970
O 11.0420 31.2100 39.9130
O 7.2480 27.3270 38.2950
H 7.1260 30.1730 37.9950
H 11.3260 28.3980 39.9570
H 11.7670 30.8060 40.1160
H 7.6790 26.5120 38.5900
C 4.0240 25.6890 38.8370
C 3.2180 26.9000 38.5280
O 2.0320 26.8750 38.5310
C 3.9960 28.1700 38.0160
H 3.5600 25.0580 39.5800
H 5.0450 25.8660 39.2760
H 3.9580 25.0950 38.0030
H 4.4440 28.6070 38.8090
H 3.2130 28.8030 37.7930
H 4.5150 27.9800 37.0140
C 11.4080 23.7170 38.5170
C 12.1270 22.4620 38.0250
O 12.8620 22.3520 36.9660
C 11.8410 21.2450 38.9310
H 12.0730 24.4740 37.9950
H 11.4740 23.8790 39.7300
H 10.4320 23.9050 38.3310
H 12.3890 21.1250 39.6750
H 12.0860 20.4630 38.2950
H 10.9110 21.1900 39.1400
*
```

---

Record 4
A molecular structure, C20H31MoN2OPSi at a distorted geometry. Source: the OMol25 dataset; level of theory: the ωB97M-V functional and the def2-TZVPD basis.

Values from the calculation:
Relative energy (zero: lowest compared OMol25 entry of this formula, charge and spin)   0.0 kJ/mol
Max |F|   2.3 eV/A
Total energy   -1664.42954 a.u.

The geometry in ORCA input format:
```
! RIJCOSX wB97M-V def2-TZVPD def2/J DEFGRID3
* xyz 0 3
Mo 0.0877 0.5105 -0.1180
Si -0.1858 -0.5879 -2.3246
P 0.5133 2.6796 -1.2705
N -1.6617 0.8678 -0.0331
H 3.2377 -1.1443 0.8876
C 1.0793 4.1390 -0.2661
H 1.1806 5.0533 -0.8786
H 2.0519 3.9007 0.1969
H 0.3482 4.3189 0.5403
C 1.7748 2.6545 -2.6236
H 1.9390 3.6588 -3.0528
H 1.4288 1.9673 -3.4136
H 2.7238 2.2664 -2.2176
C -0.9877 3.3450 -2.1089
H -0.7557 4.2405 -2.7115
H -1.7393 3.5944 -1.3420
H -1.4028 2.5531 -2.7534
C 1.4771 -1.2606 -3.0142
H 1.9836 -1.9005 -2.2696
H 2.1684 -0.4345 -3.2582
H 1.3185 -1.8605 -3.9298
H -1.1270 -1.7757 -2.3650
H -0.7394 0.2794 -3.4381
C -3.0077 1.0887 0.0527
C -4.9729 1.8626 1.2840
C -3.5924 1.6488 1.2192
C -3.8517 0.7530 -1.0400
C -5.2290 0.9719 -0.9599
C -5.7993 1.5268 0.1989
H -5.4103 2.2956 2.1907
H -2.9390 1.9062 2.0588
H -3.3932 0.3207 -1.9347
H -5.8675 0.7073 -1.8102
H -6.8795 1.6961 0.2556
C 3.2495 -0.0489 0.6861
O 1.9653 0.3393 0.2799
C 3.6237 0.6728 1.9875
H 4.6873 0.9711 1.9634
H 3.4644 0.0199 2.8639
H 3.0104 1.5820 2.1087
C 4.2496 0.2247 -0.4432
H 4.6852 1.2351 -0.3476
H 3.7461 0.1482 -1.4229
H 5.0649 -0.5167 -0.4220
N -0.2347 -1.4808 0.2816
C -0.3162 -2.4539 0.9005
C -0.2180 -3.5715 1.8019
C 0.1940 -3.3011 3.1168
C 0.3093 -4.3323 4.0493
C 0.0098 -5.6432 3.6737
C -0.4083 -5.9193 2.3654
C -0.5260 -4.8838 1.4259
H 0.4302 -2.2866 3.4220
H 0.6310 -4.1133 5.0603
H 0.1012 -6.4420 4.3986
H -0.6401 -6.9369 2.0825
H -0.8498 -5.1055 0.4173
*
```

---

Record 5
A molecular structure, C7H10O3 at a distorted geometry. Source: the OMol25 dataset; level of theory: the ωB97M-V functional and the def2-TZVPD basis.

Values from the calculation:
Relative energy (zero: lowest compared OMol25 entry of this formula, charge and spin)   364.3 kJ/mol
Max |F|   1.6 eV/A
Total energy   -498.30392 a.u.

The geometry in ORCA input format:
```
! RIJCOSX wB97M-V def2-TZVPD def2/J DEFGRID3
* xyz 0 1
C 2.3480 0.2014 0.9504
O 1.5460 1.2560 1.4250
C 0.9239 -0.0351 1.2412
C -0.0335 -0.3212 0.1621
C -1.1624 -1.0501 0.1613
C -1.5388 -1.0164 -1.3252
C -0.1816 -1.3308 -2.0088
C 0.0794 0.0396 -1.3311
O -1.3000 0.3911 -1.6413
H 2.6707 0.3747 -0.1102
H 3.0976 -0.1774 1.6515
H 0.6703 -0.5071 2.1966
H -1.7023 -1.5269 0.9772
H -2.5043 -1.4072 -1.6591
H 0.3890 -2.2060 -1.6774
H -0.2278 -1.2602 -3.1024
H 0.8240 0.7685 -1.6642
O -0.9694 2.8339 1.8588
H -1.6273 2.8464 2.5990
H -1.3012 2.1268 1.2967
*
```

---

Record 6
A single C3H3NO molecule. Source: the OMol25 dataset; level of theory: the ωB97M-V functional and the def2-TZVPD basis.

Values from the calculation:
SMILES   C=CN=C=O
Relative energy (zero: lowest compared OMol25 entry of this formula, charge and spin)   23.0 kJ/mol
Max |F|   0.9 eV/A
Total energy   -246.08278 a.u.

The geometry in ORCA input format:
```
! RIJCOSX wB97M-V def2-TZVPD def2/J DEFGRID3
* xyz 0 1
C -0.6055 -0.8918 0.3465
C 0.6111 -0.6188 -0.1147
N 0.9182 0.6301 -0.7187
C 0.2441 1.6030 -0.4155
O -0.3778 2.5475 -0.1261
H -0.8356 -1.7969 0.8916
H -1.4085 -0.1731 0.1937
H 1.4540 -1.3001 -0.0569
*
```